Record 1
{"formula": "C4H20NO9", "method": "ωB97M-V with the def2-TZVPD basis set", "symbols": ["C", "H", "H", "O", "O", "O", "O", "C", "H", "H", "H", "C", "H", "H", "H", "H", "H", "H", "H", "O", "H", "C", "N", "O", "H", "H", "H", "H", "H", "H", "O", "H", "O", "O"], "xyz": [[0.361, -0.446, 1.802], [-1.197, 3.002, -2.874], [-1.586, 3.268, 0.256], [1.763, -0.563, 1.786], [3.281, -0.431, -2.647], [0.378, 0.595, -1.320], [2.403, -3.100, 0.792], [-0.296, -1.181, 2.933], [-0.631, 0.621, -2.805], [0.203, 0.669, 1.813], [-0.177, -0.833, 3.970], [0.629, -0.478, -0.750], [-0.584, 2.205, -1.647], [0.039, -2.238, 3.019], [2.316, -0.268, -2.335], [-3.352, 0.072, 2.552], [1.942, -1.575, 1.708], [-1.573, 0.649, 0.537], [-1.863, -0.186, -0.586], [-1.849, 2.975, 1.144], [-1.117, 3.299, 1.677], [-0.250, -0.953, 0.426], [-1.609, -0.343, 0.397], [-1.106, 0.423, -3.606], [2.862, -2.377, 0.319], [3.475, -1.279, -2.242], [-0.413, -2.052, 0.501], [1.536, -2.942, 0.393], [-2.578, 1.333, 2.469], [-0.845, -0.392, -4.000], [-1.080, 3.005, -1.909], [-1.334, -1.390, 2.656], [1.360, -1.365, -1.260], [-3.487, 1.059, 2.679]], "lowdin_charge": [-0.416, 0.044, 0.023, -0.070, -0.136, -0.041, -0.070, -0.062, -0.038, 0.152, 0.081, -0.610, -0.003, 0.086, 0.035, 0.044, 0.083, 0.024, 0.082, -0.053, 0.045, -0.238, 0.053, -0.052, 0.053, -0.005, 0.143, 0.019, -0.013, 0.018, -0.080, 0.062, -0.049, -0.109], "total_energy_ha": -896.41558, "relative_energy_kcal_mol": 47.3, "gap_ev": 9.1, "total_charge": -1}

Record 2
{"formula": "C28H30IrN3PS2", "method": "ωB97M-V with the def2-TZVPD basis set", "symbols": ["C", "C", "C", "C", "H", "H", "C", "H", "H", "H", "C", "C", "C", "C", "C", "C", "H", "N", "C", "H", "C", "H", "C", "H", "H", "H", "N", "H", "C", "Ir", "H", "C", "H", "H", "S", "C", "C", "C", "H", "H", "C", "H", "H", "H", "H", "C", "C", "H", "C", "H", "H", "H", "H", "N", "P", "C", "H", "S", "C", "C", "H", "C", "H", "C", "H"], "xyz": [[-4.740, -0.263, 1.252], [-4.590, -1.956, -1.066], [1.974, -0.909, -0.380], [0.336, -0.790, -2.199], [-7.129, 1.388, 3.791], [-4.740, -0.418, -2.570], [-1.118, -0.816, 3.815], [2.760, 4.763, -1.173], [-6.210, -4.923, -1.117], [1.357, -1.180, 2.834], [-6.952, 0.027, 2.146], [-4.996, -3.224, -0.649], [-0.363, 2.280, 1.961], [2.442, 2.939, -2.283], [-5.057, -1.406, -2.256], [-5.105, 1.254, 3.083], [2.383, -0.380, 0.479], [0.836, -0.134, -0.962], [-1.634, 3.364, 4.178], [1.131, -0.906, -2.936], [-4.249, 0.669, 2.170], [-0.554, 4.243, 1.094], [1.923, 1.657, -2.267], [3.011, 3.270, -3.141], [1.521, 4.000, 0.798], [-7.054, -3.956, -3.232], [-0.342, 0.094, 2.945], [-6.494, -1.271, 0.504], [-0.711, 3.638, 1.975], [-0.728, -0.249, 0.639], [-4.629, -3.643, 0.282], [-5.943, -2.136, -3.035], [2.102, 0.999, -3.107], [-4.722, 1.973, 3.798], [-2.149, -2.110, 0.919], [1.592, 3.369, -0.074], [-6.356, -3.395, -2.623], [-1.324, 2.015, 4.162], [-0.476, -0.209, -2.622], [-0.890, -1.840, 3.536], [-0.690, 1.472, 3.057], [-2.117, 3.788, 5.048], [-8.007, -0.213, 2.123], [-6.317, -1.716, -3.959], [1.367, -0.049, 4.198], [-6.459, 0.926, 3.076], [1.119, -0.163, 3.140], [-3.201, 0.957, 2.138], [-6.097, -0.575, 1.229], [-1.560, 1.400, 5.019], [2.764, -1.016, -1.126], [1.633, -1.898, -0.084], [-0.843, -0.679, 4.863], [0.162, 1.595, 0.880], [-3.611, -0.983, 0.057], [2.302, 3.783, -1.170], [1.714, 0.542, 2.567], [-2.514, 0.496, -0.807], [-5.882, -3.942, -1.435], [0.976, 2.095, -0.082], [-2.184, -0.642, 3.692], [1.232, 1.219, -1.151], [-1.642, 5.210, 3.072], [-1.347, 4.169, 3.074], [-0.026, -1.781, -1.939]], "lowdin_charge": [-0.373, -0.421, -0.022, -0.063, 0.121, 0.099, -0.086, 0.127, 0.120, 0.097, -0.040, -0.098, -0.221, -0.012, -0.080, -0.053, 0.091, -0.289, -0.030, 0.102, -0.115, 0.121, 0.012, 0.126, 0.118, 0.121, -0.251, 0.109, 0.008, 0.897, 0.104, -0.047, 0.126, 0.110, 0.339, 0.016, -0.039, -0.002, 0.068, 0.075, -0.233, 0.125, 0.121, 0.119, 0.116, -0.039, -0.025, 0.067, -0.050, 0.124, 0.118, 0.096, 0.108, -0.038, 0.249, -0.025, 0.086, 0.418, -0.045, -0.208, 0.080, -0.216, 0.126, -0.029, 0.096], "total_energy_ha": -2490.76957, "multiplicity": 2, "relative_energy_kcal_mol": 15.3, "gap_ev": [4.8, 4.7], "total_charge": 2}

Record 3
{"formula": "C5H8O2", "method": "ωB97M-V with the def2-TZVPD basis set", "symbols": ["C", "H", "O", "H", "H", "H", "O", "H", "C", "C", "H", "C", "C", "H", "H"], "xyz": [[0.892, 0.109, 1.561], [1.867, -1.475, 0.300], [-0.052, 1.279, -0.347], [-1.525, -1.221, 0.847], [-1.236, -0.371, -1.919], [2.373, 0.241, -0.091], [-1.324, 0.557, -2.240], [-0.756, -1.748, -0.670], [0.185, -0.039, 0.255], [-1.000, -0.873, -0.045], [1.142, 1.112, 1.896], [1.631, -0.417, 0.353], [-1.068, 1.265, -1.162], [-1.519, 2.257, -1.235], [0.599, -0.583, 2.346]], "lowdin_charge": [-0.069, 0.106, 0.043, 0.033, 0.090, 0.104, 0.092, 0.041, -0.504, -0.073, 0.107, -0.064, -0.170, 0.155, 0.109], "total_energy_ha": -345.61379, "relative_energy_kcal_mol": 120.0, "gap_ev": [7.3, 7.3]}

Record 4
{"formula": "C4H10N2", "method": "ωB97M-V with the def2-TZVPD basis set", "symbols": ["H", "N", "H", "H", "H", "H", "H", "C", "N", "C", "H", "H", "H", "H", "C", "C"], "xyz": [[-0.844, -0.506, -2.460], [-1.086, 0.112, -1.712], [-0.254, -2.531, 0.672], [-0.343, 1.762, -0.616], [1.940, 0.676, -0.260], [0.332, 1.580, 1.631], [1.313, -0.756, -1.019], [0.375, -0.401, 0.879], [0.374, 0.600, 1.889], [0.017, 0.910, -1.191], [-0.347, 0.419, 2.584], [0.444, 1.363, -2.090], [-1.772, -0.168, -1.038], [-0.938, -1.575, 1.964], [-0.248, -1.549, 1.119], [1.038, 0.064, -0.352]], "lowdin_charge": [0.061, -0.006, 0.051, 0.096, 0.110, 0.079, 0.109, -0.449, 0.073, -0.272, 0.081, 0.104, 0.057, 0.050, 0.017, -0.161], "total_energy_ha": -267.88150, "relative_energy_kcal_mol": 27.5, "gap_ev": 9.4, "smiles": "C=C(N)CCN"}

Record 5
{"formula": "C7H17N2", "method": "ωB97M-V with the def2-TZVPD basis set", "symbols": ["H", "H", "H", "C", "H", "N", "H", "H", "C", "N", "C", "H", "H", "C", "C", "H", "C", "H", "H", "H", "H", "C", "H", "H", "H", "H"], "xyz": [[1.028, 1.554, 1.870], [0.073, -2.313, -0.329], [2.082, 1.822, 0.712], [1.841, -0.774, 0.440], [1.514, -1.633, -0.189], [-1.400, 0.729, -0.321], [-1.814, -1.041, 1.695], [-2.811, 1.476, -1.318], [1.027, 0.752, -1.537], [-0.613, -0.169, 0.290], [1.067, 1.618, 0.744], [2.804, -0.614, 0.183], [-1.618, -2.229, 0.193], [-0.949, -0.346, 1.719], [-2.312, 0.595, -1.181], [1.986, 1.055, -1.772], [-0.838, -1.793, -0.360], [0.371, 1.426, -2.048], [1.673, -0.968, 1.433], [0.797, -0.112, -2.087], [0.537, 2.502, 0.460], [0.840, 0.345, -0.017], [-1.245, -1.601, -1.418], [-2.560, -0.273, -1.673], [-0.158, -0.709, 2.331], [-1.323, 0.699, 2.182]], "lowdin_charge": [0.113, 0.044, 0.073, 0.026, 0.080, 0.013, 0.101, 0.080, 0.006, -0.227, -0.051, 0.068, 0.063, 0.006, 0.107, 0.077, 0.135, 0.083, 0.058, 0.063, 0.091, -0.433, 0.104, 0.064, 0.087, 0.166], "total_energy_ha": -386.02772, "relative_energy_kcal_mol": 96.9, "gap_ev": 11.2, "total_charge": 1, "smiles": "C=N[N+](C)(C)C(C)(C)C"}

Record 6
{"formula": "C6H2O4Rb", "method": "ωB97M-V with the def2-TZVPD basis set", "symbols": ["C", "Rb", "O", "O", "O", "H", "C", "C", "C", "C", "H", "O", "C"], "xyz": [[36.862, -8.076, -6.970], [33.889, -6.820, -8.768], [38.949, -9.147, -9.688], [35.624, -7.849, -6.815], [37.658, -7.221, -4.850], [36.630, -8.910, -8.942], [39.376, -7.647, -6.269], [38.673, -8.605, -8.521], [39.766, -8.072, -7.512], [38.017, -7.712, -5.925], [40.124, -7.400, -5.529], [41.067, -8.071, -7.711], [37.370, -8.563, -8.235]], "lowdin_charge": [-0.326, 0.993, -0.050, -0.203, 0.094, 0.105, 0.083, -0.338, -0.234, -0.289, 0.144, 0.064, -0.043], "total_energy_ha": -554.77647, "multiplicity": 2, "relative_energy_kcal_mol": 7.9, "gap_ev": [6.2, 5.7]}